(1)
A molecular structure, C10H40BF8N2O18S4V. Source: the OMol25 dataset; level of theory: ωB97M-V/def2-TZVPD.

```
84
Properties=species:S:1:pos:R:3:mulliken_charge:R:1
V 2.2553 -2.2132 -1.0703 1.163
B 1.3024 -0.8581 -4.0992 0.222
F 1.8156 -1.5274 -2.8873 0.257
F 0.0149 -1.2980 -4.3331 -0.326
F 1.3710 0.4979 -3.7922 -0.229
F 2.1321 -1.1910 -5.1501 -0.318
N 2.9896 -3.3158 0.4158 0.160
S 2.3158 -3.8368 1.8077 0.895
O 2.6113 -2.9811 2.8987 -0.518
O 2.2977 -5.2473 1.9396 -0.542
F 0.8345 -3.4799 1.3769 -0.081
S 4.6252 -3.5118 0.9235 0.775
O 5.0966 -4.7812 1.3349 -0.534
O 5.1287 -2.3621 1.5813 -0.469
F 5.1995 -3.4199 -0.5765 -0.308
N 1.1777 -0.8220 -0.1308 1.152
S -0.1971 -0.0480 -0.4312 -0.300
O -0.1121 1.1684 -1.1533 -0.123
O -1.2440 -0.1818 0.5232 -0.328
F -0.6782 -1.0653 -1.5656 -0.481
S 1.6438 0.1501 1.2636 0.519
O 0.9735 -0.2548 2.4396 -0.323
O 2.0145 1.4846 0.9717 -0.546
F 3.0412 -0.5812 1.3193 -0.141
C 2.7791 2.5812 4.9879 -0.465
O 2.7966 1.2090 5.3148 -0.525
H 3.0273 3.1675 5.8702 0.284
H 3.4695 2.8264 4.1772 0.219
H 1.7948 2.9541 4.6806 0.184
H 2.7913 0.6366 4.5446 0.297
C 1.3797 4.0012 -3.2426 -0.315
O 0.9589 5.2934 -2.7581 -0.576
H 1.2406 3.2567 -2.4498 -0.031
H 0.7034 3.7582 -4.0643 0.265
H 2.4295 4.0039 -3.5187 0.348
H -0.0021 5.2185 -2.7143 0.299
C 3.7928 0.4495 -1.7103 -0.489
O 3.9534 -0.9276 -1.1931 -0.297
H 2.7302 0.6386 -1.7770 -0.085
H 4.3460 1.1494 -1.0880 0.348
H 4.2710 0.4622 -2.6896 0.364
H 4.9061 -1.0740 -1.1570 0.224
C -3.1011 -2.7028 -0.7571 -0.414
O -1.9538 -3.5148 -0.5399 -0.449
H -3.8195 -2.6889 0.0624 0.275
H -2.8660 -1.6691 -0.9957 -0.016
H -3.6180 -3.0043 -1.6768 0.336
H -2.2927 -4.4132 -0.4730 0.214
C -4.9597 2.3642 0.6119 -0.741
O -3.5781 2.0471 0.4898 -0.142
H -5.2819 3.0551 -0.1657 0.250
H -5.5494 1.4436 0.5824 0.262
H -5.0927 2.7870 1.6062 0.296
H -3.3908 1.7210 -0.3959 0.165
C -1.9437 -2.9772 3.2384 -0.156
O -1.0605 -3.7692 4.0224 -0.540
H -1.8928 -3.4128 2.2366 -0.077
H -2.9904 -3.0016 3.5519 0.376
H -1.5603 -1.9585 3.1317 0.095
H -0.8762 -3.2935 4.8374 0.309
C -1.4929 4.6487 -0.7736 -0.157
O -1.8891 5.3103 -1.9907 -0.615
H -0.6946 5.2218 -0.3038 0.350
H -2.3041 4.3849 -0.1033 0.381
H -0.9605 3.7659 -1.1427 -0.332
H -2.8443 5.3192 -2.0752 0.310
C 0.6002 -4.7652 -2.0617 -0.922
O 0.6006 -3.4843 -1.3937 0.185
H -0.2709 -5.3526 -1.7719 0.298
H 0.7112 -4.7219 -3.1400 0.277
H 1.3860 -5.3479 -1.5677 0.322
H -0.3379 -3.3811 -1.0818 0.239
C -2.8082 1.7336 -2.6440 -0.337
O -4.2052 1.8235 -2.3496 -0.504
H -2.2486 2.4405 -2.0413 -0.074
H -2.4812 0.7025 -2.4800 0.256
H -2.5641 1.9254 -3.6924 0.417
H -4.6754 1.4008 -3.0728 0.291
C -1.8488 1.6850 3.5456 -0.270
O -1.9225 2.9141 2.8108 -0.558
H -2.6117 1.7135 4.3312 0.375
H -2.1416 0.8503 2.9051 0.020
H -0.8467 1.5819 3.9554 0.113
H -2.2994 2.6900 1.9520 0.269
```

Summary:
Charge = 0
2S+1 = 3
⟨S²⟩ = 2.0118
E = -5229.386752 a.u.
Strongest force on any atom = 6.0 eV/Å

---

(2)
10 unconnected molecules or ions with the total composition C10H40O10. Source: the OMol25 dataset; level of theory: ωB97M-V/def2-TZVPD.

```
60
Properties=species:S:1:pos:R:3:mulliken_charge:R:1
O -0.1267 -16.9999 -2.2617 -0.624
H -0.8835 -16.8344 -2.8239 0.264
H 0.4210 -17.6005 -2.7672 0.286
O 5.5827 -17.9889 -2.2636 -0.622
H 5.5589 -18.7559 -1.6915 0.284
H 5.8064 -18.3394 -3.1257 0.383
O 1.9300 -18.4694 -3.3542 -0.127
H 2.8399 -18.2203 -3.5164 0.139
H 1.9840 -19.1557 -2.6892 0.231
O 1.1966 -20.8878 -5.1636 -0.664
H 1.6209 -20.2526 -4.5868 0.313
H 0.2603 -20.7684 -5.0045 0.294
O 4.5533 -15.2812 -3.4359 -0.698
H 4.8688 -16.0748 -3.0036 0.324
H 3.6427 -15.1993 -3.1524 0.393
C 0.5125 -16.8074 -6.8530 -1.095
C 1.7582 -16.1121 -6.1790 0.176
O 2.8773 -16.2147 -6.9383 -0.525
H 0.7796 -17.8639 -6.8767 0.234
H 0.2992 -16.2256 -7.7497 0.454
H -0.3871 -16.6095 -6.2702 0.262
H 1.9603 -16.6382 -5.2461 -0.148
H 1.6498 -15.0348 -6.0531 0.328
H 2.7093 -15.7342 -7.7522 0.314
C 1.8119 -21.8592 0.6921 -1.104
C 1.2276 -21.1903 -0.4998 -0.276
O 2.2041 -20.2666 -0.9613 -0.429
H 1.9476 -21.0251 1.3805 0.289
H 2.7553 -22.3904 0.5663 0.250
H 1.1292 -22.5829 1.1375 0.374
H 0.2161 -20.8492 -0.2793 0.266
H 1.0229 -21.9354 -1.2685 0.372
H 2.3783 -19.6648 -0.2339 0.103
C 3.2539 -16.7336 0.4468 -0.700
C 1.8245 -17.2830 0.4407 -0.155
O 1.5814 -18.3048 1.3138 -0.513
H 3.5047 -16.1216 1.3132 0.372
H 3.3228 -16.0506 -0.4000 0.059
H 3.9925 -17.5045 0.2270 0.143
H 1.6752 -17.7291 -0.5425 0.032
H 1.0662 -16.5209 0.6202 0.485
H 0.7044 -18.1424 1.6689 0.341
C 4.3942 -20.8540 -5.1042 -0.653
C 5.7660 -20.5571 -4.4576 -0.165
O 6.1204 -19.2100 -4.7934 -0.606
H 3.6558 -20.0932 -4.8511 -0.248
H 3.9372 -21.7322 -4.6483 0.390
H 4.3647 -20.9058 -6.1926 0.367
H 6.5301 -21.2606 -4.7882 0.359
H 5.7393 -20.6648 -3.3732 0.191
H 7.0483 -19.1711 -4.5500 0.316
C 2.8215 -12.8670 -2.7340 -1.364
C 1.6312 -13.7950 -2.4401 -0.159
O 2.0267 -15.0841 -2.7547 -0.278
H 3.1971 -13.0715 -3.7365 0.299
H 3.7208 -13.0344 -2.1413 0.351
H 2.4390 -11.8556 -2.5965 0.343
H 0.7324 -13.5147 -2.9893 0.308
H 1.2519 -13.6786 -1.4249 0.359
H 1.3164 -15.6698 -2.4825 0.105
```

Summary:
Charge = 0
Relative energy (zero: lowest compared OMol25 entry of this formula, charge and spin) = 0.8688 eV
Strongest force on any atom = 2.8 eV/Å
SMILES string = CCO.CCO.CCO.CCO.CCO.O.O.O.O.O